## i
2 unconnected molecules or ions with the total composition C5H13NS2. Source: OMol25; level of theory: ωB97M-V/def2-TZVPD.

Geometry as XYZ:
```
21
C5H13NS2 ωB97M-V/def2-TZVPD
C -0.2702 -3.0832 -1.2602
C 0.5987 -2.5524 -0.3795
N 0.3748 -1.5090 0.5072
C 1.4277 -0.5054 0.5844
H -1.3420 -2.7790 -1.1647
H 0.0003 -3.8816 -1.9161
H 1.6835 -2.9299 -0.4024
H -0.5484 -1.1134 0.4408
H 1.6180 -0.1667 1.6156
H 2.3680 -0.9807 0.2229
H 1.2427 0.3644 -0.0802
C -1.4833 1.5027 2.2188
S -1.6747 1.5811 0.3837
S 0.0169 2.6992 -0.0771
C 0.0617 2.2762 -1.8555
H -0.4186 1.2668 2.4529
H -1.7986 2.4845 2.6793
H -2.1719 0.7237 2.6200
H -0.3141 3.1199 -2.4955
H 1.1165 2.1294 -2.0975
H -0.4870 1.3536 -1.9969
```

Values from the calculation:
Kohn-Sham gap in Ha: 0.3053
LUMO level in eV: 0.44

Which charges does Mulliken predict for the atoms? In e, they are:
1 C -0.936
2 C 0.245
3 N -0.208
4 C -0.640
5 H 0.201
6 H 0.281
7 H 0.251
8 H 0.174
9 H 0.198
10 H 0.388
11 H 0.044
12 C -0.739
13 S -0.080
14 S -0.078
15 C -0.796
16 H 0.201
17 H 0.309
18 H 0.319
19 H 0.286
20 H 0.304
21 H 0.277

=====

## ii
C5H13NS2 in the gas phase. Source: OMol25; level of theory: ωB97M-V/def2-TZVPD.

Geometry as XYZ:
```
21
C5H13NS2 ωB97M-V/def2-TZVPD
C 2.9845 -1.0525 -0.5567
C 1.5769 -1.0815 -0.0102
N 0.7633 -0.1025 -0.7702
C -0.6382 0.0560 -0.3437
C -1.1700 1.2667 -1.1072
C -0.8891 0.2389 1.1723
S -2.3139 -0.6205 1.8413
S -3.8702 0.5560 1.1740
H 3.7236 -0.5440 0.0501
H 3.4044 -2.0582 -0.6018
H 3.0102 -0.7708 -1.6108
H 1.0331 -2.0135 -0.1195
H 1.5755 -0.7913 1.0458
H 1.2543 0.7872 -0.6995
H -1.1133 -0.8260 -0.7855
H -0.6507 2.1709 -0.8039
H -2.2514 1.3993 -1.0956
H -0.9975 1.1055 -2.1705
H 0.0007 -0.0810 1.7134
H -1.0142 1.2997 1.3831
H -4.4182 1.0616 2.2951
```

Values from the calculation:
Kohn-Sham gap in Ha: 0.3394
LUMO level in eV: 0.54

Which charges does Mulliken predict for the atoms? In e, they are:
1 C -1.254
2 C -0.195
3 N -0.387
4 C 0.286
5 C -1.473
6 C -0.762
7 S -0.081
8 S -0.217
9 H 0.337
10 H 0.365
11 H 0.338
12 H 0.344
13 H 0.149
14 H 0.282
15 H 0.326
16 H 0.390
17 H 0.350
18 H 0.391
19 H 0.309
20 H 0.352
21 H 0.149

=====

## iii
C5H13NS2 in the gas phase. Source: OMol25; level of theory: ωB97M-V/def2-TZVPD.

Geometry as XYZ:
```
21
C5H13NS2 ωB97M-V/def2-TZVPD
C -2.9141 -0.5131 1.2358
C -1.4609 -0.1032 1.2132
N -0.9840 -0.2999 -0.1523
C 0.2486 0.4041 -0.6044
C 0.7033 -0.3115 -1.8681
C 1.3647 0.3173 0.4584
S 2.5494 1.6699 0.4159
S 3.7703 1.5206 -1.2179
H -3.4277 -0.5608 2.2057
H -3.5247 0.0949 0.5729
H -3.0786 -1.5604 0.9480
H -1.2989 0.9570 1.4021
H -0.8732 -0.6885 1.9285
H -1.0971 -1.2022 -0.5914
H -0.0553 1.4473 -0.6839
H 0.6551 -1.3884 -1.7090
H 1.7603 -0.1309 -2.0621
H 0.1045 0.0231 -2.7090
H 1.0055 0.3411 1.4894
H 1.8833 -0.6479 0.4695
H 4.6694 0.6317 -0.7413
```

Values from the calculation:
Kohn-Sham gap in Ha: 0.3306
LUMO level in eV: 0.63

Which charges does Mulliken predict for the atoms? In e, they are:
1 C -1.330
2 C -0.229
3 N -0.307
4 C 0.346
5 C -1.338
6 C -0.862
7 S -0.045
8 S -0.255
9 H 0.386
10 H 0.335
11 H 0.321
12 H 0.313
13 H 0.216
14 H 0.280
15 H 0.274
16 H 0.437
17 H 0.295
18 H 0.332
19 H 0.330
20 H 0.337
21 H 0.162

=====

How do the energies compare? Relative to the most stable structure, in eV: i 0.939; ii 0.061; iii 0.000.

=====

## i
C12H16N2O3 in the gas phase. Source: OMol25; level of theory: ωB97M-V/def2-TZVPD.

Geometry as XYZ:
```
33
C12H16N2O3 ωB97M-V/def2-TZVPD
C -0.9822 -0.5458 -3.2837
C -0.8169 -1.6561 -2.2074
N -1.9617 -2.6067 -2.4120
C -0.5875 -1.2104 -0.7147
O -1.3051 -1.4608 0.2160
N 0.6344 -0.6257 -0.5096
C 1.5942 -0.7268 0.6929
C 0.9624 -0.1542 1.9678
C 0.4948 1.2144 1.6454
C -0.9074 1.4017 1.5572
C -1.5082 2.6707 1.3319
C -0.5956 3.8159 1.3105
C 0.7842 3.6303 1.4704
C 1.2966 2.3201 1.6469
C 1.8205 -2.1653 1.0158
O 2.8392 -2.7392 0.8827
O 0.7427 -2.7654 1.4208
H -0.0230 -0.0301 -3.7120
H -1.8216 0.2264 -3.0611
H -1.3251 -0.9848 -4.3180
H 0.0952 -2.1976 -2.4698
H -2.0550 -3.4545 -1.8797
H -1.8343 -3.0191 -3.3695
H 1.0832 -0.1966 -1.2970
H 2.5967 -0.2296 0.3608
H 0.2205 -0.9367 2.0193
H 1.8535 -0.2066 2.6320
H -1.5337 0.4953 1.7321
H -2.5344 2.8382 1.2755
H -1.0753 4.6963 0.9294
H 1.4217 4.3530 1.6701
H 2.3708 2.2909 1.9156
H 0.0564 -2.0412 1.5416
```

Values from the calculation:
Kohn-Sham gap in Ha: 0.3605
LUMO level in eV: 0.57

Which charges does Mulliken predict for the atoms? In e, they are:
1 C -1.194
2 C 0.209
3 N -0.759
4 C 0.658
5 O -0.632
6 N 0.080
7 C -0.686
8 C -0.656
9 C 0.488
10 C -0.070
11 C -0.826
12 C -0.453
13 C -0.837
14 C -0.174
15 C 0.387
16 O -0.575
17 O -0.504
18 H 0.309
19 H 0.269
20 H 0.332
21 H 0.187
22 H 0.258
23 H 0.255
24 H 0.248
25 H 0.457
26 H 0.505
27 H 0.485
28 H 0.265
29 H 0.478
30 H 0.359
31 H 0.505
32 H 0.306
33 H 0.328

=====

## ii
C12H16N2O3 in the gas phase. Source: OMol25; level of theory: ωB97M-V/def2-TZVPD.

Geometry as XYZ:
```
33
C12H16N2O3 ωB97M-V/def2-TZVPD
C -0.4981 2.2755 2.9492
C -0.0164 2.3217 1.5147
N -0.5889 1.2671 0.6981
C -0.5558 0.0013 1.2927
O 0.1289 -0.3375 2.2428
C -1.6292 -0.9772 0.5925
N -2.4822 -0.2123 -0.2945
C -0.7434 -2.1795 0.1440
C 0.0981 -1.7676 -1.0375
C 1.2908 -1.0714 -0.7905
C 2.1710 -0.6298 -1.8539
C 1.6981 -0.9061 -3.1774
C 0.4678 -1.5596 -3.3808
C -0.3311 -1.9975 -2.3327
C 1.5648 2.2585 1.4624
O 2.2603 2.8292 2.3034
O 2.1595 1.7795 0.3622
H -1.6151 2.1442 2.9317
H 0.0237 1.3769 3.3588
H -0.2870 3.1944 3.4848
H -0.2329 3.2677 0.9524
H -1.5529 1.4452 0.4046
H -2.2379 -1.2893 1.4276
H -3.0811 -1.2234 -0.6858
H -1.8385 -0.0365 -1.1294
H -1.4153 -3.0453 -0.1236
H -0.0326 -2.4376 0.9510
H 1.6005 -0.7425 0.2061
H 3.2483 -0.3579 -1.6483
H 2.3258 -0.5319 -3.9323
H 0.0451 -1.6748 -4.3491
H -1.3611 -2.3779 -2.4825
H 1.4169 1.1945 -0.0606
```

Values from the calculation:
Kohn-Sham gap in Ha: 0.3669
LUMO level in eV: 0.42

Which charges does Mulliken predict for the atoms? In e, they are:
1 C -1.358
2 C 0.225
3 N -0.347
4 C -0.028
5 O -0.620
6 C 0.128
7 N -0.883
8 C -1.195
9 C 0.058
10 C -0.426
11 C -1.163
12 C -0.509
13 C -0.640
14 C -0.224
15 C 0.458
16 O -0.628
17 O -0.509
18 H 0.317
19 H 0.375
20 H 0.394
21 H 0.495
22 H 0.418
23 H 0.499
24 H 0.390
25 H 0.377
26 H 0.444
27 H 0.502
28 H 1.510
29 H 0.388
30 H 0.443
31 H 0.394
32 H 0.317
33 H 0.396

=====

## iii
C12H16N2O3 in the gas phase. Source: OMol25; level of theory: ωB97M-V/def2-TZVPD.

Geometry as XYZ:
```
33
C12H16N2O3 ωB97M-V/def2-TZVPD
C 0.1783 3.2002 -0.0667
C -0.6911 1.9084 -0.0810
N -1.9219 2.2524 -0.6733
C -0.9105 1.0970 1.1646
O -0.3129 1.5298 2.1661
N -1.7114 -0.0073 1.1163
C -1.7467 -0.7058 -0.1228
C -0.4827 -1.5561 -0.2655
C 1.0713 -1.1210 -0.2812
C 1.7129 -0.0649 -0.8900
C 3.1594 0.0293 -0.6704
C 3.8309 -0.9003 0.1801
C 3.0536 -1.9871 0.6701
C 1.8130 -2.1802 0.3478
C -2.9433 -1.5122 -0.1957
O -3.6110 -1.6479 -1.1645
O -3.1428 -2.3881 0.9277
H 1.0914 3.1910 0.4882
H 0.2142 3.3719 -1.1043
H -0.4622 4.0538 0.4490
H -0.1908 1.0943 -0.8039
H -2.4446 2.8979 -0.1030
H -1.7162 2.6845 -1.5216
H -1.7288 -0.5138 2.0278
H -1.9864 0.1624 -0.9111
H -0.5740 -2.1803 0.6777
H -0.6448 -2.1952 -1.0825
H 1.2550 0.3575 -1.8304
H 3.6915 0.8104 -1.2312
H 4.9064 -0.5561 0.3037
H 3.5389 -2.7590 1.2807
H 1.2722 -3.1490 0.6459
H -3.5668 -3.2165 0.5534
```

Values from the calculation:
Kohn-Sham gap in Ha: 0.3563
LUMO level in eV: 0.48

Which charges does Mulliken predict for the atoms? In e, they are:
1 C -1.674
2 C 0.921
3 N -0.530
4 C 0.081
5 O -0.708
6 N -0.109
7 C 0.937
8 C -1.309
9 C 1.144
10 C -0.180
11 C -0.499
12 C -0.517
13 C -0.363
14 C -0.835
15 C -0.289
16 O -0.512
17 O -0.512
18 H 0.354
19 H 0.452
20 H 0.298
21 H -0.199
22 H 0.267
23 H 0.240
24 H 0.294
25 H 0.335
26 H 0.392
27 H 0.597
28 H 0.361
29 H 0.357
30 H 0.279
31 H 0.331
32 H 0.249
33 H 0.348

=====

How do the energies compare? Relative to the most stable structure, in eV: i 1.173; ii 0.000; iii 1.464.